Entry from the Open Molecules 2025 dataset: a cluster of 4 separate species, C21H19B3O18 in total in a non-equilibrium geometry (wB97M-V/def2-TZVPD).

M	591.801	g/mol
spin multiplicity	1
LUMO level	-2.07	eV
HOMO-LUMO gap	7.6	eV
SMILES	O=C1C=C(O)C(=O)C=C1O.O=C1C=C(O)C(=O)C=C1O.O=C1C=C(O)C(=O)C=C1O.O=C(O)CCB1OBOB(O)O1
total energy	-2240.73906	hartree

Geometry as XYZ:
```
61
Properties=species:S:1:pos:R:3:mulliken_charge:R:1
H -6.85 2.84 -3.68 0.418
O -5.19 2.27 -1.74 -0.560
H 1.51 0.40 4.92 0.173
C 4.08 2.86 5.57 0.474
H -3.28 1.25 -1.45 0.179
H 1.03 -1.27 1.79 0.308
C -2.17 1.37 0.64 0.810
O 6.14 -1.55 7.07 -0.462
H 1.69 -3.10 -2.15 0.449
C 2.60 0.76 4.75 -0.408
H 0.16 -5.94 -5.24 0.348
H -6.29 1.72 -7.01 0.349
O 1.66 0.80 1.90 -0.630
H 0.69 3.17 1.39 0.504
H 2.84 -3.43 6.36 -0.081
C 1.14 -2.98 -3.07 -0.839
C 0.03 -1.65 -4.82 0.982
O -3.32 1.57 0.28 -0.730
O -1.74 3.76 0.58 -0.582
O 4.42 3.08 4.20 -0.456
B 3.55 -0.56 4.83 0.176
O -2.92 0.85 -2.28 -0.316
H 2.60 1.27 3.73 0.251
H -2.67 3.63 0.30 0.356
O 1.11 -5.32 -3.40 -0.609
H -2.75 0.14 -4.80 0.547
C -4.58 1.02 -5.57 0.930
O 0.11 -1.40 1.51 -0.599
H 0.71 0.08 -3.42 0.344
H 2.97 1.31 6.89 0.268
C -5.03 1.92 -2.90 0.847
C -3.62 0.71 -4.52 -0.700
C 2.89 1.85 5.90 -0.443
H -0.82 -2.77 -6.51 0.452
B 3.48 -2.83 5.56 0.390
H -2.33 -0.81 0.72 0.495
C 0.01 2.34 1.24 -0.982
B 5.38 -1.61 5.84 0.636
C 0.08 -4.07 -5.10 0.436
O -0.31 -0.55 -5.22 -0.650
O 4.93 -2.95 5.44 -0.373
C -0.39 -0.16 1.28 0.298
C 0.52 1.00 1.51 1.034
C -5.78 1.84 -5.21 0.343
O 2.87 -1.84 4.66 -0.315
C 0.81 -4.21 -3.81 0.894
C 0.78 -1.79 -3.55 0.257
O -0.20 -5.22 -5.78 -0.567
O 5.01 -0.48 5.02 -0.248
O -6.66 2.14 -6.21 -0.569
H 1.93 2.50 5.96 0.374
C -5.99 2.25 -3.96 -1.050
H 5.34 2.77 4.04 0.344
O 4.69 3.48 6.48 -0.569
O -4.44 0.65 -6.72 -0.611
O 1.08 -0.64 -2.88 -0.542
C -1.25 2.52 0.83 0.428
C -3.82 1.13 -3.26 0.252
C -1.65 0.02 0.88 -0.783
C -0.29 -2.88 -5.57 -0.944
H 5.47 -1.31 7.75 0.275
```